A structure of composition C35H39FNO6PtTe at a distorted geometry, computed with ωB97M-V/def2-TZVPD.

Element x y z (Å)
Pt1 -1.300 2.503 0.721
O1 1.556 4.782 2.949
C1 0.456 4.291 2.656
O2 -0.049 4.227 1.489
C2 -0.277 3.577 3.801
C3 0.004 2.078 3.631
C4 -0.275 1.311 4.925
C5 -1.829 1.291 4.949
C6 -2.159 2.087 3.687
O3 -1.100 1.649 2.788
C7 -1.846 3.576 3.881
C8 -2.614 4.470 2.879
O4 -2.853 5.630 3.242
O5 -2.983 3.891 1.809
H1 0.162 3.956 4.720
H2 0.952 1.847 3.160
H3 0.161 1.821 5.785
H4 0.138 0.302 4.873
H5 -2.252 1.760 5.839
H6 -2.215 0.273 4.873
H7 -3.124 1.888 3.238
H8 -2.159 3.915 4.868
F1 -1.365 -0.387 -5.346
C9 -1.412 0.499 -4.306
C10 -2.607 0.692 -3.645
C11 -2.647 1.615 -2.605
C12 -1.520 2.327 -2.207
C13 -1.581 3.311 -1.075
C14 -0.339 2.088 -2.896
C15 -0.272 1.179 -3.954
H9 -3.481 0.121 -3.933
H10 -3.577 1.775 -2.070
H11 -2.567 3.768 -0.960
H12 -0.800 4.072 -1.133
H13 0.563 2.610 -2.588
H14 0.657 0.997 -4.481
C16 -4.041 0.822 0.855
C17 -2.823 0.019 0.429
O6 -2.985 -1.233 0.297
N1 -1.679 0.655 0.183
Te1 -0.559 -1.185 -0.729
C18 0.323 -3.228 -0.414
C19 -0.252 -4.321 -1.070
C20 -1.440 -4.165 -1.996
C21 0.294 -5.598 -0.903
C22 1.368 -5.823 -0.060
C23 1.987 -7.194 0.074
C24 1.860 -4.746 0.668
C25 1.345 -3.458 0.523
C26 1.916 -2.358 1.384
C27 1.384 -0.438 -1.351
C28 2.014 0.619 -0.679
C29 1.509 1.133 0.625
C30 3.118 1.253 -1.263
C31 3.627 0.852 -2.484
C32 4.770 1.591 -3.137
C33 3.037 -0.245 -3.111
C34 1.924 -0.889 -2.575
C35 1.317 -2.021 -3.372
H15 -4.772 0.778 0.043
H16 -3.808 1.863 1.074
H17 -4.485 0.340 1.728
H18 -2.139 -3.414 -1.631
H19 -1.974 -5.113 -2.090
H20 -1.122 -3.852 -2.995
H21 -0.135 -6.433 -1.452
H22 1.504 -7.909 -0.594
H23 1.900 -7.575 1.095
H24 3.051 -7.168 -0.173
H25 2.675 -4.910 1.372
H26 2.450 -2.779 2.239
H27 1.122 -1.709 1.752
H28 2.607 -1.725 0.820
H29 1.013 0.355 1.202
H30 0.706 1.880 0.403
H31 2.288 1.614 1.219
H32 3.565 2.094 -0.739
H33 5.244 2.280 -2.436
H34 4.416 2.174 -3.991
H35 5.531 0.899 -3.509
H36 3.432 -0.588 -4.065
H37 1.887 -2.187 -4.288
H38 0.281 -1.791 -3.643
H39 1.303 -2.953 -2.800

Properties
net charge: -2
HOMO energy (alpha / beta): -0.0433 / -0.0482 Eh
lowest unoccupied orbital energy (alpha / beta): 3.91 / 3.90 eV
spin multiplicity: 2
molar mass: 911.37 Da

=====

The ion FHN5 with charge +1 at a distorted geometry, computed with ωB97M-V/def2-TZVPD.

Element x y z (Å)
F1 0.051 -2.062 0.000
N1 -0.193 -0.788 0.002
N2 -1.542 0.158 -0.006
N3 -1.046 1.235 -0.003
N4 0.256 1.330 0.004
N5 0.725 0.127 0.006
H1 1.749 0.000 -0.003

Properties
net charge: +1
SMILES: F[n+]1nnn[nH]1
HOMO energy: -0.6650 Eh
lowest unoccupied orbital energy: -7.31 eV
spin multiplicity: 1
molar mass: 90.04 Da

=====

A structure of composition C24H24N5PPdS2, computed with ωB97M-V/def2-TZVPD.

Element x y z (Å)
Pd1 1.090 -1.295 -0.378
N1 2.162 -2.970 2.055
N2 3.024 -1.856 2.313
C1 3.759 -1.291 1.357
N3 3.965 0.062 1.591
S1 4.340 -2.073 0.008
H1 1.232 -2.531 2.057
H2 2.238 -3.147 1.042
H3 2.543 -1.176 2.884
H4 3.001 0.457 1.605
H5 4.459 0.444 0.795
S2 0.506 -2.329 -2.287
C2 -0.230 -3.877 -2.190
C3 -0.540 -4.565 -3.402
C4 -1.145 -5.792 -3.375
C5 -1.460 -6.377 -2.140
C6 -1.127 -5.650 -1.011
N4 -0.542 -4.455 -1.004
H6 -0.281 -4.086 -4.338
H7 -1.374 -6.305 -4.305
H8 -1.935 -7.347 -2.061
H9 -1.350 -6.062 -0.027
N5 1.118 -0.016 1.386
P1 0.187 1.013 0.711
C7 -1.603 0.639 0.383
C8 -2.570 1.635 0.251
C9 -3.892 1.322 -0.046
C10 -4.267 -0.004 -0.207
C11 -3.319 -1.006 -0.051
C12 -1.999 -0.687 0.243
C13 0.684 1.926 -0.838
C14 0.038 3.083 -1.268
C15 0.313 3.642 -2.511
C16 1.249 3.043 -3.343
C17 1.929 1.913 -2.908
C18 1.660 1.364 -1.662
C19 -0.012 2.471 1.869
C20 0.906 3.520 1.852
C21 0.898 4.504 2.833
C22 -0.033 4.455 3.862
C23 -0.947 3.410 3.902
C24 -0.930 2.430 2.918
H10 -2.303 2.676 0.390
H11 -4.622 2.117 -0.155
H12 -5.293 -0.255 -0.454
H13 -3.591 -2.047 -0.180
H14 -1.242 -1.463 0.330
H15 -0.698 3.561 -0.633
H16 -0.215 4.533 -2.833
H17 1.450 3.457 -4.325
H18 2.668 1.441 -3.546
H19 2.194 0.481 -1.308
H20 1.641 3.568 1.057
H21 1.624 5.309 2.794
H22 -0.043 5.220 4.629
H23 -1.672 3.352 4.706
H24 -1.643 1.614 2.965

Properties
net charge: -2
HOMO energy: 0.0052 Eh
lowest unoccupied orbital energy: 4.61 eV
spin multiplicity: 1
molar mass: 584.02 Da

=====

The molecule C6H4O at a distorted geometry, computed with ωB97M-V/def2-TZVPD.

Element x y z (Å)
C1 -0.382 -1.854 1.531
C2 -1.255 -1.684 0.676
C3 -0.653 -0.565 -0.083
C4 0.524 -0.410 -0.751
C5 0.696 0.996 -0.889
C6 -0.358 1.626 -0.335
O1 -1.264 0.713 0.113
H1 0.354 -1.845 2.305
H2 1.254 -1.135 -1.101
H3 1.558 1.468 -1.317
H4 -0.475 2.689 -0.149

Properties
SMILES: C#Cc1ccco1
HOMO energy: -0.2986 Eh
lowest unoccupied orbital energy: 0.16 eV
spin multiplicity: 1
molar mass: 92.10 Da

=====

A structure of composition C14H20AgF6OSbSe, computed with ωB97M-V/def2-TZVPD.

Element x y z (Å)
Ag1 -0.214 -0.038 -0.904
C1 -2.303 -6.993 -1.429
C2 -2.351 -5.490 -1.476
C3 -3.282 -4.774 -0.739
C4 -3.341 -3.384 -0.780
C5 -4.369 -2.673 0.054
C6 -2.441 -2.677 -1.591
Se1 -2.558 -0.760 -1.667
C7 -1.492 -3.387 -2.346
C8 -0.502 -2.687 -3.228
C9 -1.466 -4.775 -2.272
H1 -2.914 -7.381 -0.612
H2 -1.282 -7.351 -1.287
H3 -2.675 -7.431 -2.359
H4 -3.983 -5.307 -0.104
H5 -4.947 -3.387 0.643
H6 -5.055 -2.099 -0.572
H7 -3.896 -1.955 0.725
H8 0.235 -2.136 -2.640
H9 -0.998 -1.959 -3.871
H10 0.042 -3.403 -3.844
H11 -0.722 -5.311 -2.854
C10 0.073 -0.259 3.645
C11 0.270 0.203 2.192
C12 0.116 1.718 2.087
C13 -0.697 -0.524 1.300
H12 0.772 0.252 4.312
H13 0.233 -1.333 3.740
H14 -0.943 -0.037 3.981
H15 1.288 -0.062 1.895
H16 -0.931 2.010 2.213
H17 0.460 2.079 1.117
H18 0.704 2.226 2.855
H19 -1.744 -0.242 1.369
H20 -0.546 -1.596 1.192
O1 -1.537 3.110 -1.238
C14 -0.796 2.299 -1.488
F1 2.299 0.714 -0.268
Sb1 3.171 -0.537 -1.420
F2 4.373 0.785 -2.013
F3 1.857 -0.008 -2.697
F4 3.898 -1.793 -2.618
F5 1.868 -1.785 -0.814
F6 4.348 -1.048 -0.043

Properties
net charge: -1
HOMO energy (alpha / beta): -0.1571 / -0.1706 Eh
lowest unoccupied orbital energy (alpha / beta): 2.81 / 1.76 eV
spin multiplicity: 2
molar mass: 626.89 Da

=====

A structure of composition C5H8N2O at a distorted geometry, computed with ωB97M-V/def2-TZVPD.

Element x y z (Å)
C1 2.462 -0.951 0.114
C2 0.512 0.592 -0.470
C3 -0.197 1.706 0.048
C4 -1.581 1.324 -0.074
C5 -1.710 -0.034 -0.200
H1 1.751 -1.732 0.027
H2 3.603 -1.202 0.017
H3 2.371 -1.011 1.337
H4 2.411 1.265 0.266
H5 0.104 2.777 0.508
H6 -2.549 1.926 -0.257
H7 -2.926 -1.698 -1.029
H8 -3.435 -1.556 1.012
N1 1.881 0.329 -0.558
N2 -2.433 -1.269 -0.010
O1 -0.263 -0.467 -0.733

Properties
HOMO energy: -0.2682 Eh
lowest unoccupied orbital energy: 0.00 eV
spin multiplicity: 1
molar mass: 112.13 Da

=====

For each record above, in turn, the calculated relative energy (zero: lowest compared OMol25 entry of this formula, charge and spin) values are 38.0; 40.3; 13.0; 72.6; 8.9; 188.9 kcal/mol.
For each record above, in turn, the calculated energy values are -63961.086; -10168.833; -67166.788; -8329.292; -109083.926; -10334.535 eV.